<A>
Computed, not measured: a cluster of 2 separate species, H4OS in total, with ωB97M-V/def2-TZVPD.

Last column: Mulliken charge in e.
CARTESIAN COORDINATES (ANGSTROEM)
S (-0.69435, -1.30007, -0.16081)  -0.34
O (0.77674, 0.94043, 0.76539)  -0.61
H (-0.94290, -0.88979, -1.41843)  0.15
H (0.15973, -0.28292, 0.05753)  0.11
H (-0.00301, 0.36817, 0.94636)  0.32
H (0.70379, 1.16419, -0.19005)  0.37

**HOMO level**: -0.36498 Eh
**SMILES**: O.S


<B>
Computed, not measured: a cluster of 2 separate species, H4OS in total, with ωB97M-V/def2-TZVPD.

Last column: Mulliken charge in e.
CARTESIAN COORDINATES (ANGSTROEM)
S (-0.08910, -0.00275, -0.17904)  -0.37
O (1.35971, -0.06456, 2.79974)  -0.61
H (1.12462, 0.42933, 1.98177)  0.31
H (-0.93148, 0.96855, -0.57740)  0.18
H (0.49434, -0.30017, 3.20458)  0.32
H (-0.92002, -0.39093, 0.80615)  0.16

**HOMO level**: -0.37602 Eh
**SMILES**: O.S


The winner here is <B>, beating the second structure by 1.324 eV.


<A>
Computed, not measured: an isolated molecule of C4H6N4, with ωB97M-V/def2-TZVPD.

Last column: Mulliken charge in e.
CARTESIAN COORDINATES (ANGSTROEM)
N (-0.91083, -0.66031, -0.27244)  -0.11
N (0.32046, 2.57420, -0.00140)  -0.40
N (-1.93293, 0.26153, -0.21022)  -0.38
N (1.46828, -0.84907, -0.01531)  -0.55
C (2.69315, -0.26722, 0.00701)  -0.83
C (0.38060, -0.13332, -0.22372)  0.49
C (0.32719, 1.39943, -0.11889)  0.34
C (-3.22078, -0.09263, 0.06978)  -0.31
H (2.79703, 0.36003, -0.90682)  0.32
H (2.81112, 0.46044, 0.76858)  0.35
H (-3.81611, 0.83780, 0.06183)  0.28
H (-3.62015, -1.16390, 0.47880)  0.21
H (-0.84422, -1.71975, 0.22278)  0.35
H (3.54718, -1.00723, 0.14001)  0.24

**HOMO level**: -0.33333 Eh
**SMILES**: C=NN/C(C#N)=N/C


<B>
Computed, not measured: a structure of composition C4H6N4, with ωB97M-V/def2-TZVPD.

Last column: Mulliken charge in e.
CARTESIAN COORDINATES (ANGSTROEM)
N (2.20434, -0.76622, -0.36074)  -0.61
N (-2.78664, -0.61426, 0.03017)  -0.38
N (-1.84439, -1.53918, 0.04430)  -0.30
N (-2.20251, 0.55612, -0.34246)  0.10
C (-0.51268, -0.82973, -0.21767)  -0.32
C (0.47025, 1.21748, 0.05616)  -0.80
C (-0.84477, 0.46337, -0.37316)  0.35
C (0.87822, -0.39839, 0.31124)  0.45
H (1.26110, 1.89516, -0.39416)  0.33
H (0.53448, 1.59040, 1.26446)  0.16
H (0.83882, -0.48984, 1.51363)  0.25
H (-2.94746, 1.33573, -0.23356)  0.29
H (2.16811, -0.91814, -1.47785)  0.26
H (2.78314, -1.50248, 0.17965)  0.23

**HOMO level**: -0.33822 Eh


<C>
Computed, not measured: a structure of composition C4H6N4, with ωB97M-V/def2-TZVPD.

Last column: Mulliken charge in e.
CARTESIAN COORDINATES (ANGSTROEM)
N (-2.46810, -0.82714, -0.16909)  -0.39
N (1.68682, 0.60022, -1.38408)  -0.67
N (-0.54285, -0.46115, 0.81460)  0.06
N (-1.77875, -0.06171, -1.00456)  -0.47
C (-0.60534, 0.15026, -0.40782)  0.11
C (-1.77933, -1.03975, 0.93363)  -0.11
C (0.73486, 0.85222, -0.36118)  0.03
C (0.86148, 0.08601, 1.02433)  -0.50
H (0.86589, 0.58962, 1.96099)  0.32
H (1.60558, -0.37075, -1.56605)  0.28
H (-2.11977, -1.73956, 1.63052)  0.43
H (1.33231, 1.03274, -2.22357)  0.29
H (0.66595, 1.93967, -0.11448)  0.36
H (1.54124, -0.75069, 0.86677)  0.26

**HOMO level**: -0.34564 Eh


The winner here is <C>, beating the second structure by 1.601 eV.


<A>
Computed, not measured: an isolated molecule of C4H6N4, with ωB97M-V/def2-TZVPD.

Last column: Mulliken charge in e.
CARTESIAN COORDINATES (ANGSTROEM)
N (0.63643, 1.00653, -0.79438)  -0.15
N (0.37575, -0.98881, -1.76158)  -0.48
N (0.58932, 0.71975, 0.49009)  -0.32
N (-0.83403, 0.37097, 2.50683)  -0.64
C (-0.98250, -0.94601, 0.51610)  -0.57
C (0.69982, 0.17280, -1.73224)  0.19
C (-0.35944, -1.51097, -0.68719)  -0.18
C (-0.39618, -0.00060, 1.28768)  0.46
H (-1.64343, -1.43644, 1.11992)  0.41
H (-0.96097, -2.40982, -0.93309)  0.30
H (0.75885, 0.55161, -2.99747)  0.19
H (1.08096, 1.94147, -1.04184)  0.32
H (1.21739, 1.36390, 1.15264)  0.28
H (-0.18195, 1.16562, 2.87456)  0.18

**HOMO level**: -0.30024 Eh
**SMILES**: [H]/N=C1/C=CN=CNN1


<B>
Computed, not measured: an isolated molecule of C4H6N4, with ωB97M-V/def2-TZVPD.

Last column: Mulliken charge in e.
CARTESIAN COORDINATES (ANGSTROEM)
N (-0.00140, 0.12331, -0.04468)  0.26
N (-0.66105, 1.16115, -0.67802)  -0.48
N (-2.37132, -0.31658, -0.15802)  -0.40
N (-1.95784, -0.12356, 1.11081)  -0.28
C (2.11154, -1.11897, 0.26106)  -0.91
C (-1.85792, 0.55288, -1.08064)  -0.04
C (1.23384, -0.30049, -0.36667)  0.18
C (-0.58581, -0.12431, 1.20824)  -0.02
H (3.10392, -1.11245, 0.01434)  0.29
H (1.83595, 0.38604, -1.05095)  0.24
H (2.14984, -1.81907, 1.26701)  0.20
H (-2.48092, 0.45264, -2.10074)  0.32
H (-0.59794, 2.30121, -0.55509)  0.29
H (0.07910, -0.06178, 2.17334)  0.35

**HOMO level**: -0.31527 Eh
**SMILES**: C=CN1C=NN=CN1


The winner here is <A>, beating the second structure by 0.747 eV.